Record 1
Entry from the OMol25 dataset: a molecular structure, C30H31BF5IrNPSe2 (the ωB97M-V functional and the def2-TZVPD basis).

- <S²> = 8.8002
- multiplicity = 6
- total charge = +1
- HOMO-LUMO gap (spin up / spin down) (eV) = 7.56 / 5.56

Last column: Mulliken spin population.
Positions of all 72 atoms, in Å:
Ir: 0.60 -1.25 -0.18  2.205
Se: 3.13 -1.04 -0.18  0.874
Se: 0.65 1.46 -0.43  0.319
P: 2.80 1.17 -0.25  0.047
F: 2.91 -3.50 1.21  0.005
F: 1.42 -3.51 -0.54  0.043
F: 1.26 -5.13 1.11  0.002
F: 0.05 -0.37 2.29  0.069
F: 0.71 -2.92 1.52  0.064
N: -1.56 -1.11 0.16  0.666
C: -4.28 1.58 1.18  -0.004
C: -3.09 1.37 0.24  0.018
C: 3.08 2.82 -2.46  0.023
C: 3.48 1.85 1.28  0.000
C: -2.72 -1.83 -1.89  0.018
C: -2.54 -0.91 -0.83  0.046
C: -2.75 2.67 -0.50  0.006
C: 3.79 3.38 -3.51  0.009
C: -0.51 -2.69 -2.66  0.158
C: -1.87 -3.07 -2.08  -0.016
C: -3.27 -1.75 1.76  0.177
C: 5.01 1.49 -1.88  0.010
C: 4.77 1.49 1.66  0.023
C: 5.72 2.06 -2.93  0.003
C: 4.57 2.90 3.59  0.004
C: -4.57 -0.50 -2.69  0.045
C: -1.14 -0.96 2.54  0.131
C: 5.31 2.03 2.82  0.003
C: -3.74 -1.61 -2.79  -0.030
C: -4.36 0.42 -1.69  -0.029
C: 5.10 3.00 -3.74  0.004
C: -1.77 -3.98 -0.85  0.016
C: -1.50 -1.17 3.84  -0.056
C: -3.34 0.25 -0.75  0.054
C: 2.72 2.71 2.06  0.001
C: -1.98 -1.25 1.45  -0.039
C: 3.70 1.88 -1.65  -0.006
C: 3.27 3.24 3.22  0.007
C: -2.75 -1.71 4.11  0.168
C: -3.64 -1.99 3.07  -0.057
B: 1.61 -3.85 0.86  0.033
H: 5.35 0.80 1.07  -0.002
H: 2.05 3.11 -2.28  -0.011
H: 5.49 0.74 -1.26  -0.004
H: -2.76 -4.14 -0.41  -0.002
H: -1.37 -4.95 -1.14  0.002
H: 6.74 1.76 -3.12  0.000
H: -0.80 -0.93 4.64  -0.001
H: 3.32 4.12 -4.15  0.000
H: 1.71 2.97 1.77  0.000
H: -5.16 1.91 0.63  0.000
H: -2.22 1.12 0.86  -0.014
H: -2.36 -3.66 -2.86  0.003
H: -3.90 -2.32 -3.59  0.001
H: -4.99 1.30 -1.63  0.003
H: 0.01 -1.94 -2.01  -0.004
H: -1.12 -3.59 -0.08  0.008
H: 4.99 3.32 4.50  0.000
H: -1.91 2.53 -1.18  -0.004
H: -4.04 2.35 1.92  0.000
H: 5.65 3.44 -4.57  0.000
H: -3.60 3.02 -1.08  0.001
H: -2.49 3.45 0.22  0.000
H: -0.61 -2.19 -3.63  0.007
H: -4.54 0.66 1.71  0.002
H: 6.32 1.76 3.12  0.000
H: -5.37 -0.35 -3.41  0.002
H: -3.04 -1.91 5.13  0.006
H: -4.61 -2.41 3.28  0.001
H: 0.15 -3.55 -2.75  -0.005
H: 2.69 3.92 3.83  0.000
H: -3.93 -1.99 0.95  0.001

---

Record 2
Entry from the OMol25 dataset: a molecular structure, C30H31Br35N2O4S3 (the ωB97M-V functional and the def2-TZVPD basis).

- total charge = 0
- HOMO-LUMO gap (eV) = 7.58

Last column: Löwdin charge in e.
Positions of all 105 atoms, in Å:
Br: -3.22 1.01 0.54  0.754
Br: -2.15 -1.76 -5.83  0.595
Br: -4.35 12.03 -0.34  0.552
Br: -5.85 -7.03 2.30  0.574
Br: 11.10 -5.03 5.86  0.557
Br: 2.53 11.55 -0.30  0.578
Br: -1.36 3.21 -5.82  0.587
Br: -9.23 -2.52 -6.71  0.560
Br: -7.18 -3.45 -8.96  0.544
Br: -9.26 -5.53 -7.74  0.574
Br: 0.73 1.05 -4.76  0.547
Br: -1.75 3.10 0.84  0.569
Br: -0.52 11.41 -1.19  0.559
Br: -1.82 -3.42 6.99  0.557
Br: 1.92 3.51 -2.52  0.536
Br: -3.79 -0.94 7.37  0.557
Br: 14.20 -4.70 6.50  0.569
Br: 2.31 6.50 -1.48  0.536
Br: 8.19 -4.48 2.69  0.560
Br: -4.73 -8.64 -0.22  0.571
Br: 1.64 9.55 -2.61  0.540
Br: -0.68 -0.45 6.85  0.574
Br: 3.71 4.10 0.09  0.610
Br: -3.17 14.92 0.32  0.568
Br: -1.60 5.29 -1.48  0.563
Br: 8.69 -1.47 3.61  0.571
Br: -3.51 -2.23 3.79  0.782
Br: 10.91 -3.01 1.92  0.571
Br: 12.34 -2.13 6.27  0.560
Br: -1.48 2.21 -2.79  0.510
Br: -0.55 5.98 1.45  0.583
Br: -5.20 -2.66 -5.93  0.555
Br: -3.84 14.11 -2.69  0.567
Br: -4.46 0.40 -5.46  0.613
Br: -4.17 -5.50 0.04  0.851
S: 3.96 1.03 -1.90  0.687
S: -0.69 -2.34 1.53  0.992
S: -6.56 -2.22 -0.99  1.031
O: 1.83 -0.05 2.15  -0.004
O: 6.45 -1.10 0.15  0.132
O: -0.07 1.05 1.73  0.033
O: 5.24 0.61 0.91  -0.005
N: -5.46 -3.01 -1.82  -0.228
N: -5.72 -1.72 0.30  -0.176
C: 2.20 4.65 -0.97  -1.601
C: -3.38 -1.26 2.15  -0.709
C: 5.52 -0.37 -0.01  -0.520
C: -2.01 -1.61 7.63  -1.633
C: 0.16 -1.01 0.60  -0.315
C: 1.12 10.43 -0.98  -1.636
C: -4.50 -2.21 0.08  -0.395
C: -1.06 1.74 -4.61  -1.630
C: -3.31 0.07 2.19  -0.672
C: -0.78 -5.28 -1.74  -0.169
C: 9.03 -2.80 2.26  -1.635
C: -3.09 -3.53 -1.51  -0.126
C: 2.84 0.16 1.15  -0.149
C: -0.10 -6.37 -1.34  0.012
C: 4.53 -0.88 2.78  0.000
C: -1.82 4.98 0.41  -1.554
C: -1.99 -3.34 -0.72  -0.252
C: -0.65 -3.89 -1.14  -0.168
C: -3.30 0.86 3.47  -0.133
C: -3.35 -2.04 0.90  -0.288
C: -8.94 -3.69 -8.20  -1.643
C: -3.95 -1.26 -6.30  -1.609
C: -2.15 -2.59 0.50  -0.396
C: -4.32 -2.95 -1.12  -0.472
C: -4.44 -7.17 0.99  -1.593
C: 0.60 0.09 1.54  -0.527
C: -4.32 13.89 -0.84  -1.650
C: 12.66 -3.93 5.66  -1.657
C: 4.70 -0.52 -1.28  -0.426
C: 4.20 0.29 1.85  -0.302
H: 2.67 0.71 -1.69  -0.150
H: -2.49 0.46 4.10  0.054
H: -1.73 0.95 -4.90  -0.144
H: 4.08 1.17 2.48  0.154
H: 4.91 -0.47 3.71  0.086
H: 2.64 1.10 0.63  0.101
H: -3.96 -1.09 -7.37  -0.026
H: 5.35 -0.96 -2.03  0.083
H: 2.83 -0.71 0.49  0.103
H: 1.32 4.54 -0.35  -0.087
H: 0.97 -6.39 -1.18  0.059
H: 0.95 9.66 -0.24  -0.035
H: -2.81 5.33 0.68  -0.025
H: -1.52 -5.40 -2.52  0.093
H: -9.65 -3.42 -8.97  -0.032
H: -5.32 14.27 -0.72  -0.033
H: -0.53 -0.59 -0.13  0.091
H: -3.52 -7.38 1.53  -0.030
H: -3.01 -4.06 -2.45  0.115
H: -4.25 0.75 4.00  0.082
H: 3.67 -1.50 3.04  0.086
H: 12.87 -3.87 4.60  -0.051
H: -1.83 -1.63 8.70  -0.033
H: -0.67 -7.28 -1.18  0.055
H: -3.04 1.89 3.27  0.046
H: 0.98 -1.48 0.05  0.069
H: 8.58 -2.44 1.35  -0.047
H: -0.24 -3.20 -1.90  0.127
H: 3.89 -1.22 -1.14  0.076
H: 5.32 -1.53 2.40  0.069
H: 0.07 -3.91 -0.32  0.074

---

Record 3
Entry from the OMol25 dataset: a molecular structure, C30H31ClIN6OSb2Sn (the ωB97M-V functional and the def2-TZVPD basis).

- total charge = -1
- energy above the lowest of the compared OMol25 structures with the same formula, charge and spin (kcal/mol) = 3.6
- HOMO-LUMO gap (eV) = 7.25

Last column: Löwdin charge in e.
Positions of all 73 atoms, in Å:
I: 3.37 0.77 -0.92  0.047
Sb: -2.63 -1.35 -1.14  1.531
Sb: -2.16 2.47 0.81  1.393
Sn: 0.81 0.24 0.06  0.483
Cl: 1.00 1.84 3.05  0.347
O: 0.05 -3.96 0.29  0.046
N: 0.49 4.41 0.00  -0.019
N: 1.25 -1.89 0.21  -0.093
N: 2.55 4.86 0.69  0.119
N: 1.31 4.18 -1.01  0.055
N: 2.50 4.45 -0.55  -0.315
N: 3.63 4.37 -1.35  0.099
C: -2.60 2.09 -1.29  -0.441
C: -3.05 1.42 -3.98  -0.104
C: -3.89 1.83 -1.77  -0.191
C: -4.12 1.51 -3.10  -0.125
C: -4.12 3.43 0.85  -0.406
C: -7.26 -3.10 -0.60  -0.107
C: -6.16 -3.91 -0.34  -0.094
C: -4.65 -2.13 -1.00  -0.382
C: -0.98 -4.46 -4.56  -0.108
C: -0.54 -2.95 -2.74  -0.148
C: -5.76 -1.32 -1.26  -0.126
C: -6.51 3.49 1.28  -0.104
C: -1.89 -2.97 -2.36  -0.369
C: -1.77 1.74 -3.54  -0.093
C: -6.63 4.64 0.51  -0.110
C: -2.67 0.76 2.07  -0.405
C: -2.32 -4.48 -4.21  -0.103
C: -4.26 4.60 0.10  -0.151
C: -5.26 2.90 1.45  -0.138
C: 0.64 -2.93 0.25  -0.567
C: -4.87 -3.43 -0.53  -0.146
C: -5.50 5.20 -0.07  -0.099
C: -0.09 -3.70 -3.81  -0.089
C: -3.33 -0.59 1.74  -0.356
C: -2.77 -3.74 -3.12  -0.135
C: -7.06 -1.80 -1.06  -0.097
C: -2.44 -1.64 1.02  -0.375
C: 1.55 0.34 2.18  -0.830
C: 1.26 4.82 1.01  -0.258
C: -1.55 2.09 -2.21  -0.203
H: -5.62 -0.31 -1.62  0.067
H: 0.88 5.07 1.99  0.095
H: -7.61 5.08 0.34  0.092
H: -5.59 6.10 -0.67  0.096
H: -5.19 1.99 2.04  0.082
H: 4.39 4.15 -0.73  0.074
H: -6.31 -4.92 0.02  0.097
H: 1.17 -0.50 2.76  -0.022
H: -4.26 -0.44 1.19  0.074
H: -3.83 -3.76 -2.88  0.077
H: -4.74 1.89 -1.09  0.090
H: 0.96 -3.68 -4.07  0.101
H: -0.93 1.70 -4.22  0.102
H: -3.28 1.28 2.81  0.030
H: -8.26 -3.47 -0.44  0.093
H: -4.02 -4.07 -0.33  0.103
H: 0.17 -2.34 -2.19  0.071
H: 2.63 0.36 2.25  -0.041
H: -3.03 -5.06 -4.80  0.094
H: -5.12 1.29 -3.44  0.098
H: 3.46 3.59 -1.98  0.012
H: -0.56 2.38 -1.89  0.035
H: -7.39 3.05 1.74  0.095
H: -3.21 1.13 -5.01  0.097
H: -1.40 -1.54 1.35  0.017
H: -3.62 -1.03 2.70  0.101
H: -7.91 -1.16 -1.25  0.096
H: -3.39 5.04 -0.38  0.096
H: -2.77 -2.65 1.28  0.046
H: -1.70 0.57 2.57  0.007
H: -0.63 -5.03 -5.42  0.093

---

Number 1: strongest force on any atom 0.9 eV/Å. Number 2: strongest force on any atom 3.7 eV/Å. Number 3: strongest force on any atom 0.7 eV/Å.